# 1
ORCA calculation (ωB97M-V with the def2-TZVPD basis set) on a structure of composition C2H6B4F16LiO.

Structure (XYZ):
```
30
Properties=species:S:1:pos:R:3:forces:R:3
Li -0.79764 0.12441 0.46559 -0.070 0.703 0.315
B -1.74986 -1.81790 1.74018 -0.820 -0.561 1.817
F -2.09784 -1.83794 0.43001 0.836 -0.487 -1.857
F -2.00634 -3.06004 2.36810 0.518 -1.092 -0.116
F -0.44953 -1.37971 2.03794 0.962 -0.206 -0.932
F -2.57137 -0.93528 2.33189 -1.726 1.509 1.422
B -2.49470 2.57171 1.39052 0.825 -0.577 -0.952
F -3.66280 2.52360 2.01435 -3.455 0.398 3.243
F -2.85312 2.52982 0.09447 0.025 0.730 -2.950
F -1.76195 3.68439 1.69852 0.818 1.557 0.551
F -1.78460 1.43492 1.71690 1.572 -1.249 0.276
B -1.49430 0.30094 -2.24789 -0.617 -0.527 -0.362
F -2.46842 -0.54274 -2.78835 -1.194 -0.285 -0.914
F -1.33433 1.44989 -2.96684 -0.107 1.226 -1.126
F -1.83521 0.58066 -0.96335 -0.656 0.362 1.677
F -0.35369 -0.41351 -2.21798 2.437 -1.361 -0.178
B 1.72363 1.75061 0.47853 -0.368 1.201 1.544
F 1.79858 3.07739 0.75932 0.614 2.340 0.167
F 1.31201 1.09362 1.56715 -0.163 -1.986 3.674
F 0.76232 1.49273 -0.38034 -2.442 -0.558 -3.865
F 2.94008 1.29365 0.08935 2.621 -0.809 -0.978
C 1.76457 -2.09892 -0.36012 0.033 0.871 -0.088
C 2.89299 -1.52550 -1.18187 0.389 -0.284 -0.553
O 2.48760 -0.38101 -1.92440 1.030 -1.313 0.193
H 2.07173 -3.02461 0.12655 -0.293 -0.224 -0.075
H 0.89925 -2.15070 -1.02090 -0.098 -0.551 0.147
H 1.49477 -1.37576 0.40953 0.026 -0.097 0.212
H 3.31219 -2.28337 -1.84369 -0.491 -0.211 -0.823
H 3.79308 -1.36863 -0.58745 0.058 0.762 0.646
H 2.46298 0.28737 -1.23572 -0.265 0.719 -0.113
```
Forces are in eV/Å.

* total charge: -3
* gap between HOMO and LUMO: 9.0413 eV
* LUMO: 7.33 eV
* multiplicity: 1



# 2
ORCA calculation (ωB97M-V with the def2-TZVPD basis set) on an isolated molecule of C2H6BNO3.

Structure (XYZ):
```
13
Properties=species:S:1:pos:R:3:forces:R:3
B 0.82781 -0.47793 -0.59944 1.624 -1.110 -3.396
C 0.30098 0.14869 1.60914 8.275 -1.332 1.348
C -1.23500 0.85668 -0.00057 -1.295 1.615 -3.800
N -0.88384 0.46001 1.19228 -2.621 -0.486 0.984
O 1.27627 0.11530 0.56114 -1.779 -0.620 0.556
O 1.54919 -0.15829 -1.83572 -0.891 0.270 1.922
O -0.10086 -1.52932 -0.72825 0.088 -0.757 -1.730
H 0.75245 -0.26986 2.56073 -1.645 0.565 -1.266
H -0.56167 1.01691 -0.78196 1.153 0.666 -0.690
H -2.20010 0.64495 -0.37971 -1.013 -0.283 0.066
H -1.57563 0.55472 1.82228 -2.485 0.176 2.870
H 2.12783 0.62729 -1.76552 -0.483 -0.732 0.183
H -0.27742 -1.98915 -1.65439 1.071 2.029 2.954
```
Forces are in eV/Å.

* relative energy (zero: lowest compared OMol25 entry of this formula, charge and spin): 108.98 kJ/mol
* gap between HOMO and LUMO (spin up / spin down): 5.7053 / 11.2617 eV
* LUMO (spin up / spin down): 0.62 / -0.02 eV
* expectation value of S²: 2.006
* multiplicity: 3



# 3
ORCA calculation (ωB97M-V with the def2-TZVPD basis set) on a cluster of 2 separate species, C2H6Br2N in total.

Structure (XYZ):
```
11
Properties=species:S:1:pos:R:3:forces:R:3
C -1.52386 1.23845 0.12667 1.233 1.089 -3.053
C 2.20595 -1.33628 -0.68101 1.729 0.931 -0.476
N -0.90611 0.02492 0.48744 1.853 -1.529 -0.146
Br 2.36053 0.36568 -0.01249 -0.456 -1.513 -0.445
Br 1.64591 -2.80973 0.16066 -0.112 0.728 -0.264
H -0.68912 1.97970 -0.00604 -0.862 -0.253 -0.172
H -2.02697 1.10363 -0.94221 0.675 0.558 2.559
H -2.10690 1.61018 0.91441 -1.616 0.768 0.583
H 2.76327 -1.44674 -1.66559 -1.138 -0.066 1.090
H -1.49844 -0.76867 0.36036 0.024 -0.482 0.707
H -0.22425 0.03888 1.25780 -1.330 -0.231 -0.382
```
Forces are in eV/Å.

* relative energy (zero: lowest compared OMol25 entry of this formula, charge and spin): 293.87 kJ/mol
* total charge: +1
* gap between HOMO and LUMO (spin up / spin down): 4.6168 / 4.6182 eV
* LUMO (spin up / spin down): -7.71 / -7.70 eV
* multiplicity: 1



# 4
ORCA calculation (ωB97M-V with the def2-TZVPD basis set) on an isolated molecule of C2H6Br2Si.

Structure (XYZ):
```
11
Properties=species:S:1:pos:R:3:forces:R:3
C 0.32579 1.63452 -0.02789 -1.545 -3.144 1.539
Si 0.51726 -0.19723 -0.55227 -0.893 1.113 1.737
Br 2.55912 -0.90667 -0.03290 0.044 0.005 0.040
C -0.72164 -1.18612 0.48721 0.242 1.278 -2.209
Br -2.54261 -0.87251 -0.08919 -0.020 0.122 -0.120
H 0.19180 1.41566 1.10815 0.245 0.918 -1.822
H 1.20728 2.13164 -0.23659 1.567 1.447 -0.266
H -0.57920 2.05670 -0.45881 0.111 0.209 0.133
H 0.21004 -0.70520 -1.85236 0.002 0.061 -1.004
H -0.73081 -1.25053 1.50706 0.198 0.404 2.631
H -0.43704 -2.12024 0.14760 0.048 -2.412 -0.659
```
Forces are in eV/Å.

* SMILES: C[Si@@H](Br)CBr
* relative energy (zero: lowest compared OMol25 entry of this formula, charge and spin): 18.31 kJ/mol
* gap between HOMO and LUMO: 10.6044 eV
* LUMO: 0.65 eV
* multiplicity: 1



# 5
ORCA calculation (ωB97M-V with the def2-TZVPD basis set) on the ion C2H6BrClP with charge +1.

Structure (XYZ):
```
11
Properties=species:S:1:pos:R:3:forces:R:3
C 1.32413 0.53183 -0.67257 0.686 -1.316 -0.141
C -0.99495 -0.17187 1.25168 3.664 1.357 0.411
P -0.29795 -0.27957 -0.42533 -0.420 1.514 -0.504
Cl -0.17987 -2.19371 -1.11457 -0.194 1.395 0.873
Br -1.74733 0.83179 -1.68218 0.853 -0.782 0.425
H 1.77182 -0.17367 -1.48329 -0.720 2.175 0.476
H 2.10178 0.36111 0.13327 -1.368 0.262 -0.300
H 1.08946 1.64252 -0.79809 0.751 -1.630 -0.450
H -1.76552 -0.83738 1.14712 -2.106 -1.804 0.816
H -1.21132 0.77324 1.81566 -0.234 -0.344 -1.586
H -0.09025 -0.48428 1.82830 -0.912 -0.828 -0.021
```
Forces are in eV/Å.

* relative energy (zero: lowest compared OMol25 entry of this formula, charge and spin): 0.00 kJ/mol
* total charge: +1
* gap between HOMO and LUMO: 10.9025 eV
* LUMO: -4.84 eV
* multiplicity: 1



# 6
ORCA calculation (ωB97M-V with the def2-TZVPD basis set) on a structure of composition C2H6BrHfOS.

Structure (XYZ):
```
12
Properties=species:S:1:pos:R:3:forces:R:3
Hf -1.53793 -1.29141 -2.91709 4.151 -1.347 5.998
Br -0.29861 -3.43448 -1.86708 -2.170 3.016 -2.146
C 0.16022 1.80487 0.16747 0.970 0.198 -0.895
S -0.82202 0.31269 0.27718 0.274 0.601 1.671
O -0.80424 -0.24137 -1.22552 -1.906 -2.168 -5.020
C 0.33071 -0.74706 1.16215 0.735 0.373 -0.354
H 1.20412 1.53772 -0.01489 -0.034 -0.261 0.188
H 0.12331 2.40278 1.08152 -0.508 -0.205 0.152
H -0.11788 2.39772 -0.70582 -0.616 0.072 0.240
H 0.18483 -1.80063 0.94070 -0.440 -0.009 0.282
H 0.23320 -0.48483 2.22079 -0.426 -0.215 0.057
H 1.34429 -0.45598 0.88060 -0.030 -0.055 -0.173
```
Forces are in eV/Å.

* relative energy (zero: lowest compared OMol25 entry of this formula, charge and spin): 0.00 kJ/mol
* total charge: +3
* gap between HOMO and LUMO: 6.3503 eV
* LUMO: -16.97 eV
* multiplicity: 1



# 7
ORCA calculation (ωB97M-V with the def2-TZVPD basis set) on an isolated molecule of C2H6BrNO2S.

Structure (XYZ):
```
13
Properties=species:S:1:pos:R:3:forces:R:3
C 0.10454 1.64900 1.06372 1.440 0.286 3.558
C 0.43141 0.83490 -0.11839 0.759 -2.545 0.464
Br 2.29085 0.75708 -0.50247 0.336 0.237 -0.253
S -0.03298 -1.33410 0.04747 -0.779 3.109 -2.313
N -1.01768 -1.43769 -1.36487 2.365 3.747 1.836
O 1.05130 -2.16633 -0.29374 2.005 -0.552 0.019
O -0.67876 -1.49669 1.29303 -1.306 -0.203 0.751
H 0.44011 1.29225 2.11043 -0.120 -0.344 -1.801
H 0.58671 2.67643 1.13950 -0.909 -1.022 -1.014
H -0.94808 1.63846 1.18430 -1.193 0.648 -0.079
H -0.13162 1.19027 -0.94651 -0.275 -0.267 -0.975
H -0.41529 -1.51513 -2.14697 0.965 0.050 -0.642
H -1.68051 -2.08844 -1.46551 -3.288 -3.144 0.450
```
Forces are in eV/Å.

* SMILES: C[C@@H](Br)S(N)(=O)=O
* relative energy (zero: lowest compared OMol25 entry of this formula, charge and spin): 162.73 kJ/mol
* gap between HOMO and LUMO: 10.2419 eV
* LUMO: 0.34 eV
* multiplicity: 1



# 8
ORCA calculation (ωB97M-V with the def2-TZVPD basis set) on a cluster of 2 separate species, C2H6BrNO2S in total.

Structure (XYZ):
```
13
Properties=species:S:1:pos:R:3:forces:R:3
C 0.76596 1.10353 1.05545 -3.008 0.327 1.628
C 0.64752 0.38033 -0.22154 -2.876 -1.359 -1.067
N -1.38590 -1.83822 1.04093 0.373 -0.634 -1.583
O -2.51149 0.27877 0.56604 -0.418 0.856 0.063
O -2.17974 -1.40044 -1.23803 0.257 -0.168 -1.115
S -1.69035 -0.68001 -0.11068 1.771 0.745 2.285
Br 1.58401 -1.27556 -0.24731 0.234 0.617 -0.411
H 1.76957 1.16075 1.43471 0.451 -0.272 0.203
H 0.33545 2.14757 1.05686 0.446 -1.101 -0.441
H 0.04494 0.53014 1.82684 1.863 1.085 -1.332
H 0.32522 0.82781 -1.19698 1.032 -0.465 1.018
H -1.43022 -1.78352 2.03906 0.045 0.542 0.095
H -0.82080 -2.56093 0.60960 -0.170 -0.174 0.657
```
Forces are in eV/Å.

* relative energy (zero: lowest compared OMol25 entry of this formula, charge and spin): 225.47 kJ/mol
* gap between HOMO and LUMO (spin up / spin down): 7.8482 / 7.8476 eV
* LUMO (spin up / spin down): -1.02 / -1.02 eV
* multiplicity: 1



# 9
ORCA calculation (ωB97M-V with the def2-TZVPD basis set) on a cluster of 2 separate species, C2H6BrNO2S in total.

Structure (XYZ):
```
13
Properties=species:S:1:pos:R:3:forces:R:3
C 0.33404 1.12945 0.51475 4.513 0.303 -0.717
C -1.10025 -0.54983 -0.38434 -2.324 -1.934 -1.034
N 0.05870 -0.22626 0.36503 -0.431 -2.165 0.273
O 2.23750 -0.83120 1.65696 -1.358 -0.974 -1.903
O 0.98303 -2.71777 0.38712 0.515 2.240 0.348
S 1.46422 -1.32537 0.48707 0.376 -0.971 1.221
Br -0.94660 2.18328 -2.54568 0.136 -0.163 0.201
H -0.53195 1.59747 0.89497 -0.683 1.049 0.350
H 1.35666 1.20106 1.05719 -2.159 0.273 0.001
H 0.68604 1.52325 -0.50362 -1.225 0.054 0.603
H -1.18435 0.18849 -1.16847 -0.300 0.721 -0.433
H -1.25198 -1.54162 -0.90798 1.579 0.654 0.717
H -2.10505 -0.63095 0.14699 1.361 0.912 0.375
```
Forces are in eV/Å.

* relative energy (zero: lowest compared OMol25 entry of this formula, charge and spin): 460.04 kJ/mol
* gap between HOMO and LUMO (spin up / spin down): 5.0363 / 2.9367 eV
* LUMO (spin up / spin down): -4.12 / -5.02 eV
* multiplicity: 1



# 10
ORCA calculation (ωB97M-V with the def2-TZVPD basis set) on a structure of composition C2H6BrP.

Structure (XYZ):
```
10
Properties=species:S:1:pos:R:3:forces:R:3
C 0.09314 -0.43397 -0.98978 -0.440 -1.005 -1.265
C 0.38673 0.74249 -0.14577 -0.592 -1.040 2.904
P 0.11132 -0.00264 2.07884 -1.308 1.238 -3.099
Br -0.99437 2.00112 -0.37783 -0.638 1.076 0.074
H -0.77443 -1.10155 -0.65774 1.047 1.301 -0.516
H 0.98519 -1.03679 -0.96109 0.349 -0.624 -0.120
H -0.02355 -0.08785 -2.06433 -0.152 -0.582 1.095
H 1.33193 1.24189 -0.35353 -0.051 -0.265 0.382
H -1.36984 0.07406 1.67534 1.887 -0.377 0.716
H 0.25387 -1.39675 1.79587 -0.104 0.278 -0.171
```
Forces are in eV/Å.

* relative energy (zero: lowest compared OMol25 entry of this formula, charge and spin): 253.28 kJ/mol
* gap between HOMO and LUMO: 9.2866 eV
* LUMO: 0.23 eV
* multiplicity: 1



Copy entry 1 word for word.
ORCA calculation (ωB97M-V with the def2-TZVPD basis set) on a structure of composition C2H6B4F16LiO.

Structure (XYZ):
```
30
Properties=species:S:1:pos:R:3:forces:R:3
Li -0.79764 0.12441 0.46559 -0.070 0.703 0.315
B -1.74986 -1.81790 1.74018 -0.820 -0.561 1.817
F -2.09784 -1.83794 0.43001 0.836 -0.487 -1.857
F -2.00634 -3.06004 2.36810 0.518 -1.092 -0.116
F -0.44953 -1.37971 2.03794 0.962 -0.206 -0.932
F -2.57137 -0.93528 2.33189 -1.726 1.509 1.422
B -2.49470 2.57171 1.39052 0.825 -0.577 -0.952
F -3.66280 2.52360 2.01435 -3.455 0.398 3.243
F -2.85312 2.52982 0.09447 0.025 0.730 -2.950
F -1.76195 3.68439 1.69852 0.818 1.557 0.551
F -1.78460 1.43492 1.71690 1.572 -1.249 0.276
B -1.49430 0.30094 -2.24789 -0.617 -0.527 -0.362
F -2.46842 -0.54274 -2.78835 -1.194 -0.285 -0.914
F -1.33433 1.44989 -2.96684 -0.107 1.226 -1.126
F -1.83521 0.58066 -0.96335 -0.656 0.362 1.677
F -0.35369 -0.41351 -2.21798 2.437 -1.361 -0.178
B 1.72363 1.75061 0.47853 -0.368 1.201 1.544
F 1.79858 3.07739 0.75932 0.614 2.340 0.167
F 1.31201 1.09362 1.56715 -0.163 -1.986 3.674
F 0.76232 1.49273 -0.38034 -2.442 -0.558 -3.865
F 2.94008 1.29365 0.08935 2.621 -0.809 -0.978
C 1.76457 -2.09892 -0.36012 0.033 0.871 -0.088
C 2.89299 -1.52550 -1.18187 0.389 -0.284 -0.553
O 2.48760 -0.38101 -1.92440 1.030 -1.313 0.193
H 2.07173 -3.02461 0.12655 -0.293 -0.224 -0.075
H 0.89925 -2.15070 -1.02090 -0.098 -0.551 0.147
H 1.49477 -1.37576 0.40953 0.026 -0.097 0.212
H 3.31219 -2.28337 -1.84369 -0.491 -0.211 -0.823
H 3.79308 -1.36863 -0.58745 0.058 0.762 0.646
H 2.46298 0.28737 -1.23572 -0.265 0.719 -0.113
```
Forces are in eV/Å.

* total charge: -3
* gap between HOMO and LUMO: 9.0413 eV
* LUMO: 7.33 eV
* multiplicity: 1